[1]
Here is an isolated ion of composition C4H9ClNO2 and charge +1 at a distorted geometry from the OMol25 dataset. Energies are from ωB97M-V with the def2-TZVPD basis set.

Positions of all 17 atoms, in Å:
C 1.127 1.415 -0.212
C -0.204 0.607 -0.232
N -0.272 -0.303 -1.550
O -1.197 1.494 -0.266
C -0.791 -0.491 1.026
O -1.742 -0.132 1.646
C 0.099 -1.582 1.360
Cl 1.153 -2.310 -0.015
H 1.945 0.707 -0.075
H 1.230 1.995 -1.045
H 1.125 2.126 0.698
H 0.064 0.371 -2.209
H 0.272 -1.057 -1.178
H -1.269 -0.350 -1.576
H -2.098 1.229 -0.028
H 0.883 -1.194 1.908
H -0.324 -2.526 1.747

Output
**Orbital gap**: 10.6 eV
**Spin multiplicity**: 1
**Charge**: +1
**ΔE to the lowest compared entry with this formula, charge and spin**: 0.00 kcal per mole
**LUMO level**: -4.3 eV
**Energy**: -22392.8034 eV
**Highest occupied orbital energy**: -14.92 eV
**SMILES string**: C[C@]([NH3+])(O)C(=O)CCl

[2]
Here is a single C4H9ClO molecule at a distorted geometry from the OMol25 dataset. Energies are from ωB97M-V with the def2-TZVPD basis set.

Positions of all 15 atoms, in Å:
C 2.072 -0.651 0.246
C 0.747 0.053 0.440
Cl 1.032 1.889 -0.070
C -0.408 -0.502 -0.407
C -1.693 0.400 -0.501
O -2.213 0.584 0.792
H 2.812 -0.244 0.930
H 1.953 -1.657 0.483
H 2.415 -0.621 -0.763
H 0.371 0.172 1.513
H 0.011 -0.675 -1.338
H -0.746 -1.552 -0.164
H -1.473 1.356 -0.963
H -2.492 -0.062 -1.170
H -2.389 1.510 0.973

Output
**Orbital gap**: 11.3 eV
**Spin multiplicity**: 1
**ΔE to the lowest compared entry with this formula, charge and spin**: 11.98 kcal per mole
**LUMO level**: 0.9 eV
**Energy**: -18863.4652 eV
**Highest occupied orbital energy**: -10.40 eV
**SMILES string**: C[C@@H](Cl)CCO

[3]
Here is a single C4H9ClS molecule at a distorted geometry from the OMol25 dataset. Energies are from ωB97M-V with the def2-TZVPD basis set.

Positions of all 15 atoms, in Å:
C -2.406 -1.210 0.518
S -1.621 -0.049 -0.613
C -0.987 1.348 0.299
C 0.461 0.978 0.711
C 1.257 0.504 -0.606
Cl 2.510 -0.658 0.073
H -3.503 -1.345 0.421
H -2.046 -1.074 1.553
H -2.115 -2.212 0.164
H -1.109 2.098 -0.473
H -1.637 1.501 1.224
H 1.002 1.866 1.140
H 0.600 0.287 1.502
H 0.410 0.001 -1.190
H 1.711 1.131 -1.294

Output
**Orbital gap**: 9.4 eV
**Spin multiplicity**: 1
**ΔE to the lowest compared entry with this formula, charge and spin**: 34.89 kcal per mole
**LUMO level**: 0.9 eV
**Energy**: -27650.3804 eV
**Highest occupied orbital energy**: -8.49 eV
**SMILES string**: CSCCCCl

[4]
Here is a 2-piece molecular cluster, C4H9ClSi overall at a distorted geometry from the OMol25 dataset. Energies are from ωB97M-V with the def2-TZVPD basis set.

Positions of all 15 atoms, in Å:
C 0.380 1.584 -1.095
C -0.483 1.029 -0.238
C -0.593 1.518 1.178
C 1.863 -2.703 0.212
Si -1.527 -0.433 -0.711
Cl -3.181 -0.720 0.411
H 0.470 1.250 -2.113
H 1.015 2.404 -0.803
H -0.502 0.692 1.881
H -1.566 1.984 1.339
H 0.183 2.250 1.398
H 2.016 -2.850 -0.833
H 2.284 -1.848 0.693
H 1.424 -3.479 0.799
H -1.784 -0.678 -2.118

Output
**Orbital gap (alpha / beta)**: 8.4 / 7.2 eV
**Spin multiplicity**: 1
**ΔE to the lowest compared entry with this formula, charge and spin**: 101.10 kcal per mole
**LUMO level (alpha / beta)**: -0.4 / 0.2 eV
**Energy**: -24691.0738 eV
**Highest occupied orbital energy (alpha / beta)**: -8.80 / -7.06 eV

[5]
Here is a 2-piece molecular cluster, C4H9F2N overall at a distorted geometry from the OMol25 dataset. Energies are from ωB97M-V with the def2-TZVPD basis set.

Positions of all 16 atoms, in Å:
C 1.218 1.209 -0.868
C -0.750 -1.809 0.350
C -1.254 0.606 0.395
C 0.920 -0.143 -0.276
N -0.370 -0.455 -0.007
F 1.653 -1.125 -0.800
F 1.731 0.242 1.626
H 1.033 1.299 -1.893
H 0.476 1.983 -0.428
H 2.260 1.555 -0.752
H -1.775 -1.849 0.353
H -0.442 -2.252 -0.606
H -0.196 -2.088 1.249
H -2.208 0.256 0.639
H -0.940 1.150 1.318
H -1.356 1.421 -0.301

Output
**Orbital gap**: 10.2 eV
**Spin multiplicity**: 1
**ΔE to the lowest compared entry with this formula, charge and spin**: 46.15 kcal per mole
**LUMO level**: 0.6 eV
**Energy**: -11216.8607 eV
**Highest occupied orbital energy**: -9.58 eV

[6]
Here is a 2-piece molecular cluster, C4H9F3N3 overall at a distorted geometry from the OMol25 dataset. Energies are from ωB97M-V with the def2-TZVPD basis set.

Positions of all 19 atoms, in Å:
C 2.279 0.173 0.348
C 3.272 0.758 -0.641
C 0.106 -0.926 0.379
C -3.913 0.603 -0.001
N 2.265 0.149 1.593
N -1.103 -1.362 -0.100
N 1.044 -0.306 -0.249
F -4.240 0.289 -1.246
F -3.458 -0.542 0.574
F -2.908 1.480 0.075
H 4.072 1.125 -0.135
H 2.663 1.599 -1.188
H 3.590 0.044 -1.304
H 0.257 -1.022 1.426
H 3.125 0.466 2.050
H -4.813 0.747 0.629
H -1.256 -1.175 -1.199
H -1.806 -2.082 0.195
H 0.824 -0.018 -1.207

Output
**Orbital gap**: 10.9 eV
**Spin multiplicity**: 1
**Charge**: +1
**ΔE to the lowest compared entry with this formula, charge and spin**: 0.00 kcal per mole
**LUMO level**: -3.9 eV
**Energy**: -16909.6199 eV
**Highest occupied orbital energy**: -14.82 eV

[7]
Here is an isolated ion of composition C4H9FN and charge +1 at a distorted geometry from the OMol25 dataset. Energies are from ωB97M-V with the def2-TZVPD basis set.

Positions of all 15 atoms, in Å:
C 0.026 -0.461 2.153
C 0.041 0.553 1.121
F 0.213 1.741 1.661
N 0.133 0.469 -0.211
C 0.380 1.538 -1.199
C -0.258 -0.725 -0.939
H 0.019 -0.074 3.124
H -0.949 -1.035 2.082
H 0.925 -1.264 1.986
H 1.265 1.519 -1.709
H 0.305 2.443 -0.532
H -0.496 1.710 -1.829
H -1.108 -1.392 -0.436
H 0.703 -1.264 -1.066
H -0.592 -0.632 -1.956

Output
**Orbital gap**: 11.5 eV
**Spin multiplicity**: 1
**Charge**: +1
**ΔE to the lowest compared entry with this formula, charge and spin**: 36.11 kcal per mole
**LUMO level**: -4.7 eV
**Energy**: -8493.1915 eV
**Highest occupied orbital energy**: -16.23 eV
**SMILES string**: CC(F)=[N+](C)C

[8]
Here is a 2-piece molecular cluster, C4H9FN overall at a distorted geometry from the OMol25 dataset. Energies are from ωB97M-V with the def2-TZVPD basis set.

Positions of all 15 atoms, in Å:
C -0.623 -0.693 0.205
C -2.346 0.777 0.390
C 1.708 -1.298 -0.191
C 0.767 1.046 -0.308
N 0.573 -0.390 -0.160
F -0.989 -1.842 0.717
H -2.836 1.002 -0.568
H -2.790 0.094 1.033
H -1.835 1.668 0.737
H 1.615 -2.100 0.524
H 2.798 -0.806 -0.195
H 1.770 -1.640 -1.194
H 0.603 1.594 0.678
H -0.072 1.366 -0.832
H 1.658 1.223 -0.836

Output
**Orbital gap**: 11.1 eV
**Spin multiplicity**: 1
**Charge**: +1
**ΔE to the lowest compared entry with this formula, charge and spin**: 90.90 kcal per mole
**LUMO level**: -4.8 eV
**Energy**: -8490.8155 eV
**Highest occupied orbital energy**: -15.92 eV

[9]
Here is a 2-piece molecular cluster, C4H9FN overall at a distorted geometry from the OMol25 dataset. Energies are from ωB97M-V with the def2-TZVPD basis set.

Positions of all 15 atoms, in Å:
C -0.633 0.137 0.108
C -2.167 0.038 0.108
C -0.164 1.492 -0.130
C 0.669 -2.027 -0.134
N 0.104 -0.896 -0.154
F 3.451 0.284 0.043
H -2.473 -0.286 1.156
H -2.464 -0.725 -0.575
H -2.563 1.023 -0.037
H -0.408 2.046 0.784
H 0.986 1.369 -0.091
H -0.412 2.303 -0.926
H 0.945 -2.406 0.846
H 0.753 -2.469 -1.163
H 4.376 0.118 0.164

Output
**Orbital gap**: 11.6 eV
**Spin multiplicity**: 1
**Charge**: +1
**ΔE to the lowest compared entry with this formula, charge and spin**: 45.46 kcal per mole
**LUMO level**: -4.6 eV
**Energy**: -8492.7857 eV
**Highest occupied orbital energy**: -16.23 eV

[10]
Here is an isolated ion of composition C4H9FN2OP and charge +1 at a distorted geometry from the OMol25 dataset. Energies are from ωB97M-V with the def2-TZVPD basis set.

Positions of all 18 atoms, in Å:
C 1.574 -0.401 0.142
C 0.083 1.424 -0.113
C -0.591 -1.414 -0.682
C -1.323 -0.582 0.253
N 1.121 0.829 0.610
N 2.717 -1.025 0.669
O 0.854 -0.995 -0.790
F -1.034 -0.838 1.540
P -3.090 -0.085 0.027
H 0.171 1.292 -1.232
H -0.661 2.083 0.455
H -0.570 -2.472 -0.398
H -1.053 -1.361 -1.622
H 1.563 1.169 1.478
H 3.450 -0.405 1.021
H 3.005 -1.913 0.338
H -3.182 -0.070 -1.391
H -2.598 1.230 0.317

Output
**Orbital gap (alpha / beta)**: 7.9 / 7.7 eV
**Spin multiplicity**: 1
**Charge**: +1
**ΔE to the lowest compared entry with this formula, charge and spin**: 65.02 kcal per mole
**LUMO level (alpha / beta)**: -4.2 / -4.3 eV
**Energy**: -21317.3179 eV
**Highest occupied orbital energy (alpha / beta)**: -12.06 / -11.99 eV

[11]
Here is a 2-piece molecular cluster, C4H9FN2S overall at a distorted geometry from the OMol25 dataset. Energies are from ωB97M-V with the def2-TZVPD basis set.

Positions of all 17 atoms, in Å:
C 0.555 1.235 0.037
C 2.001 0.833 -0.237
C 0.302 -1.441 -0.387
C -2.316 -0.545 -0.023
N 0.088 0.337 1.014
N -0.327 -0.921 0.774
F -2.207 -0.065 -1.341
S 2.097 -1.024 -0.464
H 0.724 2.274 0.456
H -0.162 1.224 -0.773
H 2.324 1.350 -1.063
H 2.493 1.015 0.735
H 0.173 -2.515 -0.231
H -0.035 -1.060 -1.379
H -2.666 0.180 0.798
H -3.068 -1.385 -0.026
H 0.026 0.508 2.110

Output
**Orbital gap (alpha / beta)**: 8.4 / 8.4 eV
**Spin multiplicity**: 1
**ΔE to the lowest compared entry with this formula, charge and spin**: 120.91 kcal per mole
**LUMO level (alpha / beta)**: 0.8 / 0.8 eV
**Energy**: -20821.8769 eV
**Highest occupied orbital energy (alpha / beta)**: -7.61 / -7.60 eV

[12]
Here is C4H9FNO as an isolated structure at a distorted geometry from the OMol25 dataset. Energies are from ωB97M-V with the def2-TZVPD basis set.

Positions of all 16 atoms, in Å:
C 1.359 1.190 1.487
C -1.400 -1.064 -0.507
C 0.743 -0.108 -1.224
C -0.375 0.659 0.824
N -0.177 -0.473 -0.051
O 2.232 0.370 1.406
F 1.394 2.396 1.939
H -2.185 -1.143 0.262
H -1.730 -0.282 -1.209
H -1.228 -2.048 -1.014
H 0.241 0.658 -1.760
H 1.728 0.048 -0.958
H 0.679 -0.900 -1.962
H -0.687 1.682 0.429
H -0.886 0.128 1.723
H 0.291 -1.113 0.615

Output
**Orbital gap**: 11.9 eV
**Spin multiplicity**: 1
**Charge**: +1
**ΔE to the lowest compared entry with this formula, charge and spin**: 41.18 kcal per mole
**LUMO level**: -3.4 eV
**Energy**: -10540.1024 eV
**Highest occupied orbital energy**: -15.35 eV

Which of these has the highest energy? number 8